Record 1
ORCA calculation (ωB97M-V/def2-TZVPD) on a cluster of 6 separate species, C12H34ClO8 in total at a distorted geometry.

Last column: natural (NBO) charge in e.
Geometry (Å):
Cl -0.163 -0.684 0.604  -0.931
C -3.690 -2.072 -0.926  -0.635
C -3.840 -0.640 -1.411  0.093
C -5.224 -0.253 -1.909  -0.623
O -3.391 0.295 -0.435  -0.740
H -4.131 -2.761 -1.650  0.190
H -4.228 -2.222 0.019  0.205
H -2.658 -2.326 -0.688  0.236
H -3.181 -0.525 -2.288  0.146
H -5.781 0.314 -1.159  0.215
H -5.825 -1.129 -2.167  0.195
H -5.164 0.348 -2.816  0.202
H -2.533 -0.057 -0.156  0.501
C 1.610 1.827 -4.511  -0.616
C 1.788 0.918 -3.327  0.094
C 2.624 1.577 -2.219  -0.640
O 0.511 0.590 -2.786  -0.735
H 1.095 2.774 -4.355  0.210
H 1.043 1.321 -5.300  0.209
H 2.605 2.022 -4.927  0.196
H 2.249 -0.008 -3.690  0.149
H 2.427 2.656 -2.220  0.200
H 3.705 1.443 -2.290  0.204
H 2.328 1.261 -1.215  0.221
H 0.647 0.372 -1.853  0.498
C 3.149 0.783 2.062  -0.083
C 4.650 0.692 1.910  -0.075
O 5.223 -0.062 2.981  -0.713
O 2.618 -0.538 2.147  -0.758
H 2.799 1.199 1.109  0.165
H 2.842 1.344 2.946  0.164
H 5.041 1.723 1.940  0.142
H 4.888 0.275 0.927  0.158
H 6.176 -0.041 2.861  0.455
H 1.734 -0.517 1.733  0.512
C -0.587 -4.857 1.765  -0.084
C -1.310 -5.188 3.044  -0.077
O -0.939 -4.275 4.078  -0.718
O -1.211 -3.727 1.202  -0.727
H -0.669 -5.731 1.105  0.144
H 0.445 -4.594 2.019  0.181
H -1.089 -6.209 3.373  0.149
H -2.387 -5.095 2.851  0.169
H -0.930 -4.709 4.933  0.460
H -0.686 -3.327 0.499  0.498
C -0.010 4.490 0.340  -0.087
C 0.164 3.480 1.451  -0.097
O -0.903 2.521 1.393  -0.726
O -1.332 4.977 0.300  -0.732
H 0.260 3.986 -0.599  0.151
H 0.643 5.353 0.483  0.168
H 0.107 3.862 2.471  0.173
H 1.127 2.963 1.354  0.165
H -0.716 1.968 0.620  0.490
H -1.917 4.213 0.381  0.486

Summary:
**Orbital gap**: 8.47 eV
**Total energy**: -41898.9546 eV
**Highest occupied orbital energy**: -5.61 eV
**Charge**: -1
**Lowest unoccupied orbital energy**: 2.86 eV
**Spin multiplicity**: 1



Record 2
ORCA calculation (ωB97M-V/def2-TZVPD) on a structure of composition C12H34Mn2NO17S4 at a distorted geometry.

Last column: natural (NBO) charge in e.
Geometry (Å):
Mn 2.403 2.523 -0.535  1.691
Mn 2.130 0.746 1.979  1.675
N 4.248 0.056 -0.345  0.749
O 3.526 0.830 -0.975  -0.665
O 3.788 -0.308 0.747  -0.575
O 5.370 -0.216 -0.728  -0.369
O 3.184 2.478 1.458  -1.314
H 3.909 3.021 1.824  0.500
O 1.075 1.264 0.254  -1.277
H 0.197 1.534 -0.080  0.488
O -0.577 -2.690 1.018  -0.894
S 0.652 -2.548 1.712  2.338
O 1.286 -1.234 1.838  -1.019
O 0.345 -3.209 3.203  -0.667
C 1.289 -3.051 4.176  -0.094
C 0.691 -2.063 5.195  -0.656
C 1.785 -3.841 0.991  -0.812
H 2.279 -2.779 3.810  0.184
H 1.352 -4.072 4.553  0.206
H 1.190 -2.129 6.162  0.229
H -0.389 -2.142 5.325  0.236
H 0.843 -0.991 5.071  0.214
H 1.644 -3.879 -0.089  0.271
H 1.426 -4.741 1.491  0.262
H 2.738 -3.551 1.435  0.247
O 1.901 -4.381 -4.075  -0.920
S 1.221 -3.263 -4.649  2.309
O -0.250 -3.089 -4.558  -0.906
O 1.876 -1.992 -3.878  -0.756
C 2.115 -1.874 -2.485  -0.063
C 0.793 -1.356 -1.908  -0.644
C 1.895 -2.751 -6.316  -0.816
H 2.953 -1.198 -2.312  0.203
H 2.337 -2.864 -2.087  0.187
H 0.939 -1.145 -0.849  0.211
H 0.013 -2.110 -1.808  0.231
H 0.434 -0.493 -2.470  0.200
H 1.532 -1.737 -6.484  0.252
H 1.671 -3.429 -7.140  0.256
H 2.975 -2.821 -6.186  0.252
O -1.197 1.322 4.924  -0.889
S -0.769 1.734 3.569  2.342
O 0.594 1.552 3.130  -1.011
O -1.696 0.905 2.521  -0.716
C -3.078 0.789 2.834  -0.088
C -3.793 -0.267 1.975  -0.613
C -1.443 3.412 3.281  -0.833
H -3.547 1.738 2.573  0.183
H -3.234 0.550 3.886  0.210
H -3.687 -0.061 0.910  0.219
H -4.812 -0.226 2.360  0.233
H -3.364 -1.197 2.351  0.221
H -1.332 3.682 2.231  0.266
H -0.775 4.079 3.827  0.261
H -2.477 3.275 3.598  0.269
O -1.303 3.305 -0.563  -0.970
S -2.453 2.481 -0.902  2.305
O -3.579 2.435 0.005  -0.892
O -3.071 2.984 -2.374  -0.705
C -2.181 3.435 -3.404  -0.088
C -2.547 4.910 -3.722  -0.628
C -1.931 0.792 -1.515  -0.838
H -2.348 2.951 -4.366  0.203
H -1.143 3.400 -3.074  0.180
H -1.946 5.346 -4.520  0.221
H -2.399 5.517 -2.829  0.212
H -3.584 5.059 -4.025  0.228
H -1.149 0.981 -2.251  0.242
H -2.862 0.510 -2.006  0.268
H -1.683 0.101 -0.709  0.264

Summary:
**Orbital gap (spin up / spin down)**: 8.24 / 8.22 eV
**Total energy**: -155263.7404 eV
**Highest occupied orbital energy (spin up / spin down)**: -12.54 / -12.60 eV
**Charge**: +1
**Lowest unoccupied orbital energy (spin up / spin down)**: -4.31 / -4.38 eV
**Spin multiplicity**: 11
**ΔE to the lowest compared entry with this formula, charge and spin**: 32.60 kcal per mole



Record 3
ORCA calculation (ωB97M-V/def2-TZVPD) on a cluster of 4 separate species, C12H34N2O6 in total at a distorted geometry.

Last column: natural (NBO) charge in e.
Geometry (Å):
C -4.830 3.847 2.451  -0.629
C -4.422 2.316 2.250  -0.062
C -5.452 1.401 2.794  -0.082
O -5.069 0.080 2.833  -0.558
C -6.105 -0.950 3.029  -0.254
N -4.248 2.208 0.889  -0.807
H -4.601 4.062 3.494  0.212
H -5.915 3.947 2.487  0.201
H -4.375 4.455 1.669  0.233
H -3.460 2.130 2.727  0.185
H -6.306 1.342 2.119  0.161
H -5.529 1.882 3.769  0.165
H -5.677 -1.945 2.909  0.199
H -6.935 -0.994 2.324  0.171
H -6.555 -0.790 4.008  0.177
H -4.154 1.209 0.773  0.350
H -5.170 2.487 0.583  0.336
C 1.849 -5.364 -2.285  -0.609
C 2.759 -5.961 -1.346  -0.092
C 2.154 -6.233 0.045  -0.064
O 3.186 -6.218 1.117  -0.569
C 2.716 -6.134 2.454  -0.251
N 3.399 -7.145 -1.924  -0.819
H 1.263 -6.203 -2.661  0.198
H 2.431 -4.994 -3.129  0.229
H 1.214 -4.568 -1.897  0.216
H 3.577 -5.299 -1.062  0.198
H 1.704 -7.226 0.071  0.166
H 1.458 -5.449 0.343  0.165
H 2.344 -5.135 2.683  0.156
H 3.594 -6.323 3.071  0.203
H 1.777 -6.660 2.630  0.170
H 4.019 -7.672 -1.326  0.370
H 2.597 -7.738 -2.083  0.333
C 4.067 -0.254 0.847  -0.085
C 2.829 0.308 0.043  -0.103
O 2.204 1.489 0.763  -0.758
O 4.694 0.913 1.474  -0.732
H 4.784 -0.916 0.361  0.192
H 3.688 -0.825 1.695  0.158
H 2.134 -0.531 0.081  0.177
H 3.191 0.519 -0.963  0.180
H 1.257 1.471 0.601  0.487
H 4.036 1.611 1.426  0.483
C 1.383 6.730 -3.820  -0.080
C 1.598 7.734 -4.910  -0.087
O 2.187 8.890 -4.499  -0.707
O 0.127 6.794 -3.199  -0.730
H 2.107 6.823 -3.011  0.174
H 1.499 5.791 -4.360  0.153
H 0.672 7.816 -5.478  0.176
H 2.398 7.312 -5.519  0.158
H 1.766 9.590 -5.003  0.470
H 0.138 6.371 -2.337  0.473

Summary:
**Orbital gap**: 9.73 eV
**SMILES**: COC[C@H](C)N.COC[C@H](C)N.OCCO.OCCO
**Total energy**: -28255.2811 eV
**Highest occupied orbital energy**: -9.34 eV
**Lowest unoccupied orbital energy**: 0.38 eV
**Spin multiplicity**: 1
**ΔE to the lowest compared entry with this formula, charge and spin**: 81.14 kcal per mole